The following is a DFT calculation (ωB97M-V/def2-TZVPD) of 9 unconnected molecules or ions with the total composition C42H83NO11 at a distorted geometry.

Structure (XYZ):
```
137
Properties=species:S:1:pos:R:3
C -0.8677 0.8571 4.8212
C -0.4098 0.3956 3.7797
C -0.0060 0.1590 2.2682
C -1.2322 0.5849 1.3088
C -1.2763 2.1745 1.3211
C -2.7051 2.7894 1.0025
C -2.7524 3.6771 -0.0727
C -4.0799 4.4022 -0.4894
O -4.0449 5.3860 -1.2199
C -5.4200 3.7418 0.0525
C -6.6785 4.1504 -0.6461
C -7.9956 3.5694 -0.2003
C -7.9610 2.5601 0.9177
C -6.6943 2.1490 1.6172
C -6.7979 1.0807 2.7630
C -7.3465 -0.3458 2.2382
O -7.9999 -0.9366 3.4131
C -6.1209 -1.3001 1.8797
N -6.1434 -1.5303 0.3972
C -5.3818 2.7505 1.2177
C -3.9987 2.4598 1.8743
O -3.7905 2.0447 3.0090
H -1.3291 1.3684 5.7080
H 0.2976 -0.9203 2.1384
H 0.8616 0.8710 2.0575
H -0.8985 0.2734 0.2635
H -2.1997 0.0816 1.5934
H -0.9290 2.6224 2.3150
H -0.5254 2.5650 0.5531
H -1.8169 3.9131 -0.6848
H -6.6283 4.9099 -1.4878
H -8.9413 3.9049 -0.7053
H -8.9654 2.1386 1.2311
H -7.6141 1.4493 3.4760
H -5.8754 0.9477 3.3927
H -8.1179 -0.2439 1.4206
H -8.8952 -1.2427 3.1813
H -6.1977 -2.2749 2.4585
H -5.1532 -0.8042 2.2055
H -5.5203 -0.8337 -0.0265
H -5.7889 -2.4812 0.2482
C -0.4270 4.9268 -4.1518
C 0.3491 5.1728 -2.8673
C 1.7953 5.5423 -3.1571
O 0.3120 3.9989 -2.0589
H 0.0079 4.0960 -4.7165
H -1.4608 4.6513 -3.9285
H -0.4314 5.8163 -4.7871
H -0.1281 5.9745 -2.2975
H 2.3065 4.7335 -3.6883
H 2.3439 5.7050 -2.2259
H 1.8569 6.4500 -3.7625
H 0.7326 3.2806 -2.5549
C 0.7246 -0.9273 -4.6500
C 1.4327 0.3807 -4.3385
C 2.8412 0.1390 -3.8182
O 0.6811 1.1027 -3.3626
H 0.6295 -1.5434 -3.7514
H -0.2874 -0.7378 -5.0103
H 1.2654 -1.4985 -5.4090
H 1.4756 0.9999 -5.2384
H 2.8196 -0.4416 -2.8905
H 3.3334 1.0873 -3.5869
H 3.4462 -0.3987 -4.5520
H 0.6367 0.5628 -2.5625
C -2.9520 -3.8563 -5.2187
C -2.6769 -3.3232 -3.8211
C -3.9540 -3.2432 -2.9983
O -2.0903 -2.0277 -3.9144
H -3.6386 -3.1971 -5.7582
H -2.0285 -3.8981 -5.8020
H -3.3874 -4.8582 -5.1810
H -1.9547 -3.9706 -3.3163
H -4.6742 -2.5635 -3.4630
H -3.7433 -2.8483 -2.0008
H -4.4192 -4.2269 -2.8939
H -2.7226 -1.4454 -4.3606
C 4.6270 7.2082 -8.0608
C 3.6671 6.3562 -7.2450
C 2.3188 7.0415 -7.0842
O 4.2293 6.1067 -5.9584
H 4.8135 8.1669 -7.5667
H 5.5942 6.7093 -8.1588
H 4.2309 7.4026 -9.0605
H 3.5309 5.3875 -7.7324
H 2.4264 7.9946 -6.5566
H 1.6434 6.4235 -6.4872
H 1.8535 7.2308 -8.0546
H 4.3541 6.9571 -5.5178
C 2.7399 -1.9171 8.1005
C 1.8581 -0.8169 7.5315
C 1.8579 0.4116 8.4283
O 0.5238 -1.3015 7.3908
H 2.3768 -2.2390 9.0828
H 2.7221 -2.7947 7.4545
H 3.7732 -1.5809 8.2037
H 2.2103 -0.5431 6.5338
H 1.4650 0.1694 9.4211
H 1.2121 1.1895 8.0132
H 2.8659 0.8179 8.5419
H 0.2019 -1.5468 8.2677
C 6.5870 -3.8071 4.8473
C 5.9780 -3.9251 6.2360
C 5.7138 -5.3770 6.6016
O 4.7541 -3.1922 6.2816
H 5.9080 -4.2089 4.0886
H 6.7616 -2.7587 4.5927
H 7.5364 -4.3449 4.7855
H 6.6512 -3.4776 6.9717
H 5.0049 -5.8330 5.9028
H 5.2661 -5.4469 7.5962
H 6.6367 -5.9618 6.5922
H 4.1510 -3.5800 5.6339
C 10.5362 -7.4113 5.9631
C 9.5183 -8.1682 6.8021
C 9.8200 -9.6585 6.8265
O 8.2118 -7.9566 6.2694
H 10.5197 -7.7570 4.9247
H 10.3011 -6.3442 5.9452
H 11.5470 -7.5400 6.3572
H 9.5194 -7.7766 7.8224
H 9.7790 -10.0810 5.8175
H 9.0753 -10.1909 7.4230
H 10.8094 -9.8545 7.2465
H 8.1993 -8.2996 5.3664
C -3.9741 0.5695 -7.3439
C -4.9414 -0.2726 -6.5271
C -6.2839 0.4229 -6.3686
O -4.3813 -0.5231 -5.2373
H -3.7806 1.5280 -6.8522
H -3.0106 0.0627 -7.4399
H -4.3679 0.7642 -8.3441
H -5.0847 -1.2415 -7.0121
H -6.1694 1.3763 -5.8434
H -6.9643 -0.1881 -5.7706
H -6.7467 0.6131 -7.3396
H -4.2503 0.3287 -4.7985
```

Values from the calculation:
charge = 0
orbital gap = 8.093 eV
SMILES string = C#CCCCC1=CC(=O)c2cccc(C[C@H](O)CN)c2C1=O.CC(C)O.CC(C)O.CC(C)O.CC(C)O.CC(C)O.CC(C)O.CC(C)O.CC(C)O
E_LUMO = -0.862 eV
highest occupied orbital energy = -9.0 eV

Löwdin atomic charge list, values in e, 6 entries: 0.068, -0.131, -0.192, -0.179, -0.152, -0.091

The following is a DFT calculation (ωB97M-V/def2-TZVPD) of a molecular structure, C23H32Br36O3 at a distorted geometry.

Structure (XYZ):
```
94
Properties=species:S:1:pos:R:3
C 1.5281 1.9976 -1.6397
C 0.6709 1.3398 -2.7399
C 1.3807 0.1707 -3.3754
C 0.3797 2.4283 -3.7929
C -0.8729 3.2322 -3.4727
C -0.7329 4.7112 -3.7783
C -2.0912 2.5752 -4.1250
O -2.6215 1.5670 -3.2650
C -3.7861 1.9737 -2.5793
C -3.9113 3.4099 -2.0665
O -3.5799 3.5315 -0.7022
C -2.9457 2.3741 -0.3582
O -2.0413 2.3082 0.3841
C -3.6253 1.2656 -1.1885
H 2.5670 1.7398 -1.7936
H 1.3956 3.0642 -1.6895
H 1.2635 1.6395 -0.6556
H -0.2813 1.0636 -2.3151
H 0.8893 -0.1862 -4.2676
H 2.4264 0.3873 -3.5361
H 1.3526 -0.6406 -2.6666
H 0.3119 1.9076 -4.7410
H 1.2504 3.0655 -3.8566
H -1.0207 3.1376 -2.4027
H -0.9065 4.9553 -4.8161
H -1.3126 5.3365 -3.1193
H 0.2958 4.9797 -3.5858
H -2.8339 3.2817 -4.4738
H -1.7386 2.0547 -5.0038
H -4.6804 1.5145 -2.9723
H -4.9885 3.5734 -2.0608
H -3.5973 4.1993 -2.7268
H -4.5273 0.9473 -0.7026
H -2.8036 0.5273 -1.2539
C -0.0149 -4.9767 0.4162
Br 0.1686 -3.7090 1.8530
Br 0.9866 -4.4900 -1.1615
Br 0.4096 -6.7619 0.9990
H -1.0530 -4.9761 0.1291
C 0.4090 -7.5938 4.8846
Br 1.3052 -9.0314 3.9647
Br 1.3102 -5.9146 4.6241
Br -1.4523 -7.4844 4.3965
H 0.4473 -7.8186 5.9387
C -4.2254 -3.1787 -1.2035
Br -3.7465 -1.4159 -1.8441
Br -2.7331 -4.1704 -0.4960
Br -5.6706 -3.0828 0.0674
H -4.5752 -3.7166 -2.0802
C 5.5184 7.3410 4.0601
Br 5.0487 5.8349 5.1674
Br 5.4609 6.9019 2.1870
Br 4.4498 8.8931 4.4596
H 6.5397 7.5969 4.2962
C -2.7423 -1.3819 2.8592
Br -3.9857 -0.1018 3.5872
Br -2.1523 -0.8701 1.1063
Br -1.2564 -1.6964 4.0450
H -3.2720 -2.3174 2.7577
C -7.6463 1.9729 -4.8383
Br -7.1209 3.5970 -3.9459
Br -7.3606 2.0791 -6.7365
Br -6.7935 0.4232 -4.0757
H -8.7078 1.8582 -4.6816
C 8.2656 3.5454 3.9875
Br 6.7827 3.2347 2.8027
Br 9.0780 5.2672 3.6883
Br 7.7672 3.3080 5.8326
H 9.0102 2.7980 3.7604
C 2.3599 -1.8097 5.5358
Br 3.2842 -3.2339 4.6238
Br 3.2184 -0.1104 5.2463
Br 0.4894 -1.7523 5.0705
H 2.4169 -2.0200 6.5923
C -8.4504 1.9850 -0.3763
Br -7.0021 1.7601 0.8734
Br -9.3516 0.3187 -0.7261
Br -9.6767 3.3571 0.1847
H -8.0141 2.3110 -1.3092
C 6.5785 -6.1524 4.2229
Br 5.1442 -5.7360 3.0098
Br 8.0327 -4.8941 4.1448
Br 5.9421 -6.3844 6.0256
H 6.9735 -7.1037 3.9028
C 11.0777 -1.5030 3.5700
Br 11.7395 -2.6970 4.9258
Br 10.1314 -2.4752 2.2050
Br 10.0682 -0.0599 4.3524
H 11.9371 -1.0549 3.0968
C -3.2224 -4.3085 -4.9885
Br -4.9445 -4.5660 -4.1541
Br -1.8536 -4.4589 -3.6493
Br -2.9409 -5.5046 -6.4683
H -3.1995 -3.3028 -5.3786
```

Values from the calculation:
charge = 0
orbital gap = 8.175 eV
E_LUMO = -0.723 eV
highest occupied orbital energy = -8.9 eV

Löwdin atomic charge list, values in e, 6 entries: -0.048, -0.404, -0.071, -0.158, -0.336, -0.048